[1]
C24H28NO2 | wB97M-V/def2-TZVPD

Summary:
Energy relative to the best compared isomer or geometry (same formula, charge and spin) (eV): 3.315
Strongest force on any atom (hartree/bohr): 0.021
E_LUMO (eV): -2.126
Structure (SMILES): C=CC[N+]1(CC#CCOC(c2ccccc2)c2ccccc2)CCOCC1
Calculated total energy (hartree): -1136.2241
Gap between HOMO and LUMO (eV): 9.14
Highest occupied orbital energy (eV): -11.26
Charge: +1

Last column: Mulliken charge in e.
Cartesian coordinates (Å):
C 3.31324 2.90175 -0.35246  -0.9733
C 2.58617 1.89545 0.09928  -0.2753
C 2.67120 0.50162 -0.45200  -0.6126
N 3.37479 -0.46177 0.45903  -0.1637
C 2.70714 -0.44966 1.80230  -0.8665
C 1.28806 -0.70005 1.66133  0.0710
C 0.11799 -0.90302 1.48865  -0.2908
C -1.25788 -1.07667 1.07135  -0.4448
O -1.26954 -0.84583 -0.32906  -0.3136
C -2.47408 -0.27257 -0.84787  -0.1042
C -3.68253 -1.09404 -0.44460  0.2200
C -4.44064 -0.77821 0.67698  0.3525
C -5.50567 -1.57986 1.04961  -0.9931
C -5.82077 -2.70762 0.31142  -0.4145
C -5.06656 -3.03187 -0.80363  -0.6959
C -4.00281 -2.23046 -1.17765  -0.4503
C -2.61208 1.20271 -0.52959  -0.1183
C -3.80062 1.85799 -0.83380  -0.2741
C -3.94073 3.20848 -0.57432  -0.8583
C -2.89536 3.92345 -0.01223  -0.4735
C -1.70447 3.28196 0.27548  -0.6911
C -1.56234 1.92981 0.01360  0.3406
C 4.80325 -0.09067 0.63549  -0.5054
C 5.63666 -0.36013 -0.62410  -0.6065
O 5.52108 -1.69669 -1.03179  -0.3938
C 4.18857 -2.02650 -1.32709  -0.5323
C 3.30173 -1.84364 -0.09200  -0.3517
H 3.19901 3.89786 0.03674  0.3187
H 4.03999 2.78358 -1.14015  0.2588
H 1.84315 2.05962 0.86654  0.3543
H 3.19812 0.52018 -1.40511  0.5869
H 1.66126 0.11458 -0.61246  0.4836
H 2.87880 0.52612 2.26488  0.5010
H 3.16522 -1.21791 2.43183  0.5675
H -1.60286 -2.09510 1.30163  0.4592
H -1.89313 -0.35903 1.60441  0.3740
H -2.32782 -0.37141 -1.93278  0.5069
H -4.21538 0.10845 1.25348  0.3938
H -6.09112 -1.31974 1.91847  0.3847
H -6.65322 -3.32974 0.60220  0.4123
H -5.30854 -3.90824 -1.38554  0.4017
H -3.41504 -2.48472 -2.04815  0.4144
H -4.61606 1.30349 -1.27414  0.5032
H -4.86889 3.70523 -0.81167  0.4135
H -3.00767 4.97669 0.19406  0.4086
H -0.88078 3.83514 0.70328  0.4144
H -0.62402 1.43697 0.22694  0.1027
H 4.86241 0.96508 0.90626  0.5228
H 5.20912 -0.69653 1.44910  0.4391
H 6.69114 -0.19864 -0.39333  0.4115
H 5.35340 0.31923 -1.44038  0.3366
H 4.18931 -3.07984 -1.61231  0.4193
H 3.81949 -1.43775 -2.17827  0.3532
H 2.26097 -2.07912 -0.31894  0.3234
H 3.65931 -2.52842 0.68113  0.3529

***

[2]
C24H29AsN2O2PdS | wB97M-V/def2-TZVPD

Summary:
Energy relative to the best compared isomer or geometry (same formula, charge and spin) (eV): 0.220
Strongest force on any atom (hartree/bohr): 0.017
E_LUMO (eV): -8.665
Calculated total energy (hartree): -3953.2410
Gap between HOMO and LUMO (eV): 5.54
Highest occupied orbital energy (eV): -14.20
Charge: +2

Last column: Mulliken charge in e.
Cartesian coordinates (Å):
Pd 0.98034 0.63470 -0.11185  -0.7291
C -0.48731 5.37766 2.23776  -2.0231
C -1.10190 6.03443 1.00181  1.9301
C -0.29927 7.30250 0.67251  -1.5899
C -2.55714 6.41194 1.31869  -1.5834
C -1.08265 5.10551 -0.20745  0.0570
C -1.60527 5.56431 -1.43815  -0.5758
C -1.61808 4.79793 -2.57928  -1.4203
C -1.09150 3.50839 -2.50046  0.9161
S -0.95401 2.29842 -3.74218  -0.2490
C -0.24447 1.23745 -2.62988  1.0251
N -0.10047 1.73162 -1.41610  0.0981
C -0.57831 3.03741 -1.29575  -1.1596
C -0.56528 3.82519 -0.14665  0.4919
C 0.21143 -0.12743 -2.77747  0.1781
C 0.13632 -0.91723 -3.91533  -0.6291
C 0.57040 -2.23729 -3.86244  -0.7708
C 1.08259 -2.76011 -2.68750  -1.0166
C 1.17159 -1.97964 -1.52868  -0.0395
C 0.73404 -0.67615 -1.60190  0.8037
H -0.50866 6.08331 3.06766  0.4566
H 0.55504 5.09502 2.07339  0.4198
H -1.05271 4.49417 2.54781  0.3468
H -0.30155 7.96948 1.53508  0.4562
H -0.72672 7.84918 -0.16788  0.3532
H 0.73705 7.06051 0.43066  0.3801
H -2.58272 7.06983 2.18787  0.4563
H -3.15425 5.52592 1.54322  0.3691
H -3.03058 6.94009 0.49111  0.3520
H -2.01150 6.56496 -1.49283  0.5139
H -2.02135 5.18466 -3.50522  0.4169
H -0.13019 3.43453 0.76410  0.5111
H -0.25946 -0.50428 -4.83515  0.4938
H 0.51234 -2.85809 -4.74562  0.4429
H 1.43220 -3.78367 -2.65654  0.4694
H 1.64195 -2.38264 -0.64153  0.6379
O 2.14057 2.00823 1.33138  -0.5299
C 2.86746 1.01871 1.50123  0.4886
C 4.20802 0.86245 2.14637  -0.4062
C 4.47513 -0.64836 2.03509  -0.5764
C 3.27118 -1.24448 1.32319  0.1741
O 3.03397 -2.39549 1.08828  -0.5790
N 2.41318 -0.17424 1.01137  0.0599
H 4.17991 1.24356 3.16706  0.3430
H 4.93635 1.46726 1.60437  0.3247
H 4.58920 -1.14489 2.99766  0.3224
H 5.36549 -0.87892 1.45067  0.3175
C -0.12719 -0.03669 3.19435  -1.1149
As -0.32816 -0.66442 1.40378  0.9588
C -0.26082 -2.56953 1.35203  -1.1596
C -2.04580 -0.07747 0.77092  -1.0671
H -0.94042 -0.49442 3.76213  0.5050
H -0.22335 1.04755 3.21389  0.3217
H 0.82724 -0.34753 3.61482  0.3642
H -0.98783 -2.86538 2.11316  0.4976
H 0.73544 -2.93723 1.59115  0.3574
H -0.57828 -2.91788 0.37304  0.4170
H -2.82990 -0.63668 1.28495  0.5039
H -2.10815 -0.25718 -0.29987  0.3370
H -2.14807 0.98561 0.98477  0.3501

***

[3]
C24H29BF10NO11S | wB97M-V/def2-TZVPD

Summary:
Strongest force on any atom (hartree/bohr): 0.052
E_LUMO (eV): -1.040
Calculated total energy (hartree): -3235.6654
Gap between HOMO and LUMO (eV): 1.50
Highest occupied orbital energy (eV): -2.54
Charge: -1

Last column: Mulliken charge in e.
Cartesian coordinates (Å):
C 1.80473 1.30781 4.42226  -0.8249
C 2.23326 2.78587 4.00914  -0.1909
O 1.65290 3.79868 4.83859  -0.4528
C 0.23022 3.85248 4.72251  -0.6364
C -0.27740 4.30003 3.28236  -0.6045
C -1.49893 3.37150 2.87702  -1.0211
C -1.06842 2.27784 1.80145  1.0148
C -2.22929 2.16868 0.73689  -2.1036
C -1.79127 1.51283 -0.61581  0.2085
C -1.00590 2.40804 -1.52607  0.5093
F -0.74387 3.68759 -1.09706  -0.4234
C -0.59060 1.90584 -2.83235  0.2726
C 0.18742 2.89256 -3.75495  -0.5486
O 1.17780 3.65960 -3.03419  -0.2889
O 1.94008 2.74342 -2.30825  -0.2587
C -0.97283 0.54684 -3.17360  0.0337
B -0.56925 -0.02184 -4.64408  0.0057
O -1.56519 -0.44628 -5.58495  -0.6009
C 0.95405 -0.10796 -5.16210  -0.6390
C 2.06303 0.16154 -4.05972  -0.6391
N -1.70153 -0.29222 -2.28623  0.6090
C -2.02743 -1.61672 -2.79672  -1.0698
O -3.04383 -1.73107 -3.43134  -0.4607
C -1.20096 -2.92852 -2.54884  1.1726
F -1.87860 -3.69151 -1.61719  -0.2631
F -1.25840 -3.64672 -3.73735  -0.3122
C 0.32885 -2.73095 -2.23442  0.6745
F 0.99821 -2.61514 -3.43994  -0.2700
F 0.60074 -1.71364 -1.36533  -0.1087
C 0.92494 -4.05546 -1.55979  0.5328
F 2.28701 -3.98835 -1.76086  -0.2745
F 0.46567 -5.21450 -2.15615  -0.2978
C 0.70269 -4.11021 -0.00089  0.2684
O 1.56974 -3.69302 0.68491  -0.3180
O -0.40927 -4.64710 0.60342  -0.4987
C -2.11438 0.16887 -1.01649  1.0699
C -2.91958 -0.76419 -0.07374  -1.2522
C -2.35905 -0.88290 1.40234  -0.6305
C -0.82070 -1.03834 1.54142  0.8209
F 0.12542 -0.22869 0.95732  -0.3582
C -0.35010 -2.02379 2.34651  0.0195
F 0.93803 -1.94796 2.75064  -0.1562
F -1.08167 -3.04349 2.81327  -0.2887
H 0.69514 1.16635 4.31319  0.0144
H 2.06032 1.21119 5.50607  0.3494
H 2.30494 0.55727 3.76388  0.3643
H 2.09507 2.94777 2.90829  0.1057
H 3.34342 2.82907 4.19979  0.3723
H -0.27936 2.91536 5.09129  0.3765
H -0.10726 4.65828 5.43563  0.3235
H -0.70109 5.33967 3.38267  0.3642
H 0.53219 4.34319 2.51730  0.3593
H -1.94691 2.82563 3.75200  0.4700
H -2.30213 4.03062 2.46057  0.4563
H -0.14595 2.59162 1.24507  0.2226
H -0.88225 1.33564 2.37127  -0.6022
H -2.50915 3.22902 0.47141  0.6557
H -3.17430 1.71502 1.14090  0.3696
H 0.72829 2.40698 -4.60210  0.1449
H -0.56057 3.64976 -4.11785  0.4148
H 2.23683 3.26844 -1.53905  0.2972
H -2.07680 0.37023 -5.74943  0.3183
H 1.16131 0.59853 -6.01745  0.4287
H 1.10690 -1.14648 -5.55927  0.3879
H 2.55784 1.16180 -4.17459  0.3363
H 1.72249 0.02925 -3.00537  0.0482
H 2.87604 -0.60528 -4.21835  0.2794
H -0.88320 -5.24385 -0.01174  0.3637
H -3.08068 -1.79931 -0.46065  0.3217
H -3.94997 -0.30700 0.01474  0.4494
H -2.86234 -1.77471 1.86686  0.5221
H -2.65705 -0.01488 2.05547  0.3378
O 3.94288 -4.37764 3.22426  -0.6250
S 3.39970 -5.73288 2.99805  1.2809
O 3.59422 -6.12238 1.58546  -0.6353
O 1.95377 -5.73389 3.30771  -0.6245
O 4.10129 -6.69184 3.87234  -0.6686

***

[4]
C24H29FN3RhSSe | wB97M-V/def2-TZVPD

Summary:
Energy relative to the best compared isomer or geometry (same formula, charge and spin) (eV): 0.000
Strongest force on any atom (hartree/bohr): 0.018
Multiplicity: 6
E_LUMO (alpha / beta) (eV): -1.832 / -5.268
Calculated total energy (hartree): -4105.8623
Gap between HOMO and LUMO (alpha / beta) (eV): 6.24 / 6.07
Highest occupied orbital energy (alpha / beta) (eV): -8.07 / -11.34
Charge: +1

Last column: Mulliken charge in e.
Cartesian coordinates (Å):
Rh -0.49599 1.07260 0.09775  0.3588
C 2.59793 1.02219 -1.47889  -1.2357
C 2.85777 1.33979 -0.00333  0.1602
C 1.94264 2.43727 0.54603  -0.5520
C 2.84825 0.12915 0.92231  1.1738
C 3.94399 -0.05021 1.75528  -0.9700
C 4.00275 -1.09620 2.66305  -1.4050
C 2.94383 -1.97924 2.76249  -0.3744
C 1.82797 -1.86387 1.94550  0.3643
C 0.62548 -2.75453 2.20606  1.1157
C 1.00901 -4.20531 2.50156  -1.7319
C -0.19544 -2.15300 3.35669  -1.4347
C 1.80067 -0.81558 0.99471  -0.2585
N 0.68040 -0.71655 0.13674  0.4358
C 0.44652 -1.72293 -0.73898  -0.4066
C 1.46929 -2.62004 -1.14472  0.0914
C 1.21886 -3.60571 -2.06882  -1.0090
C -0.05756 -3.74626 -2.61938  -0.4284
C -1.09089 -2.89614 -2.23295  -0.6488
C -0.83231 -1.91500 -1.31461  0.7279
F -1.83555 -1.13832 -0.90391  -0.3044
H 2.82394 1.89134 -2.09937  0.4350
H 1.56115 0.74431 -1.67279  0.0200
H 3.22619 0.19267 -1.81104  0.3440
H 3.86793 1.74719 0.04830  0.6074
H 0.89919 2.07688 0.65287  0.1252
H 1.92492 3.31868 -0.09412  0.5021
H 2.22727 2.72371 1.55749  0.4025
H 4.77148 0.64656 1.68666  0.4272
H 4.86959 -1.20992 3.30240  0.4156
H 2.98007 -2.77187 3.49954  0.3349
H -0.01714 -2.76582 1.33063  0.0249
H 1.49052 -4.30708 3.47582  0.3590
H 1.68154 -4.60729 1.74043  0.4069
H 0.10863 -4.82052 2.51864  0.4403
H 0.41808 -2.06002 4.25551  0.3225
H -1.04819 -2.79459 3.58676  0.4422
H -0.57531 -1.16202 3.09762  0.2684
H 2.46020 -2.48918 -0.72882  0.5031
H 2.01705 -4.26943 -2.37389  0.4673
H -0.24785 -4.52136 -3.35037  0.4172
H -2.09220 -3.00289 -2.62958  0.5169
S -3.24001 1.32784 2.30856  -0.2036
C -1.85063 1.31638 1.59687  -0.4210
C -2.04475 4.49850 0.00403  -0.7670
N -2.98087 3.93698 -0.96781  0.2800
C -4.24708 4.41198 -1.21813  -0.3714
C -4.79656 3.60287 -2.14554  -0.3407
N -3.85710 2.64253 -2.44171  0.1498
C -4.04182 1.52424 -3.36478  -0.8731
C -2.75298 2.84704 -1.71675  -0.0942
Se -1.08380 2.06639 -2.09450  -0.5029
H -2.57299 5.22514 0.61468  0.2754
H -1.21900 4.98495 -0.51156  0.3064
H -1.66076 3.71296 0.64604  0.2312
H -4.65622 5.26599 -0.70623  0.4525
H -5.77314 3.61627 -2.59713  0.4357
H -5.08382 1.49576 -3.66977  0.3177
H -3.78078 0.59394 -2.86958  0.3436
H -3.41238 1.64878 -4.24201  0.3303

***

- Which formula does entry 2 have?
  C24H29AsN2O2PdS